Entry i
{
  "formula": "C2H4OS3",
  "method": "the ωB97M-V functional and the def2-TZVPD basis",
  "symbols": ["C", "C", "O", "S", "S", "S", "H", "H", "H", "H"],
  "positions_angstrom": [[1.42, 0.83, -0.65], [0.42, -0.13, -0.22], [-0.21, -0.98, -0.71], [-0.02, 0.29, 1.59], [-1.27, -1.36, 1.89], [-3.04, -0.91, 0.74], [2.43, 0.27, -0.77], [1.39, 1.69, 0.06], [1.15, 1.30, -1.64], [-2.27, -1.00, -0.28]],
  "e_lumo_ev": 0.1,
  "smiles": "CC(=O)SSS",
  "homo_ev": -9.04,
  "orbital_gap_ev": 9.1,
  "charge": 0
}

Entry ii
{
  "formula": "C2H4OS3",
  "method": "the ωB97M-V functional and the def2-TZVPD basis",
  "symbols": ["C", "C", "O", "S", "S", "S", "H", "H", "H", "H"],
  "positions_angstrom": [[-0.34, 0.86, 0.25], [-1.33, -0.28, 0.35], [1.74, -0.64, -1.89], [2.99, -0.61, 0.64], [-0.32, 1.93, -0.95], [1.42, -0.82, -0.48], [0.26, 1.04, 1.08], [-2.19, 0.19, 0.81], [-0.86, -1.12, 0.85], [-1.36, -0.55, -0.66]],
  "e_lumo_ev": -2.4,
  "homo_ev": -9.14,
  "orbital_gap_ev": 6.7,
  "charge": 0
}

Relative energies in kJ/mol: entry i 0.0; entry ii 198.1

Entry i
{
  "formula": "C2H6ClOPS",
  "method": "the ωB97M-V functional and the def2-TZVPD basis",
  "symbols": ["C", "P", "C", "S", "O", "Cl", "H", "H", "H", "H", "H", "H"],
  "positions_angstrom": [[1.07, -0.76, 0.53], [-0.57, -1.25, -0.16], [-1.19, 0.43, -0.62], [-1.52, -1.16, 1.84], [-2.94, -1.30, 1.61], [-0.76, -3.00, 2.46], [1.55, -1.62, 0.99], [0.98, 0.04, 1.27], [1.70, -0.42, -0.29], [-2.26, 0.38, -0.79], [-0.70, 0.73, -1.54], [-0.98, 1.17, 0.16]],
  "e_lumo_ev": 0.2,
  "smiles": "CP(C)#S(=O)Cl",
  "homo_ev": -9.19,
  "orbital_gap_ev": 9.4,
  "charge": 0
}

Entry ii
{
  "formula": "C2H6ClOPS",
  "method": "the ωB97M-V functional and the def2-TZVPD basis",
  "symbols": ["C", "O", "P", "C", "S", "Cl", "H", "H", "H", "H", "H", "H"],
  "positions_angstrom": [[-0.39, -1.78, -0.92], [0.37, -0.60, -0.71], [-0.28, 0.74, -0.03], [0.98, 1.31, 1.17], [-2.11, 0.57, 0.54], [-0.13, 1.96, -1.57], [-1.39, -1.72, -0.34], [0.08, -2.68, -0.54], [-0.65, -2.00, -1.94], [1.41, 0.49, 1.58], [1.66, 1.94, 0.79], [0.46, 1.77, 1.96]],
  "e_lumo_ev": 0.8,
  "smiles": "CO[P@](C)(=S)Cl",
  "homo_ev": -9.24,
  "orbital_gap_ev": 10.0,
  "charge": 0
}

Relative energies in kJ/mol: entry i 169.4; entry ii 0.0

Entry i
{
  "formula": "C20H28NO5P",
  "method": "the ωB97M-V functional and the def2-TZVPD basis",
  "symbols": ["C", "C", "C", "O", "P", "O", "C", "C", "C", "C", "N", "C", "C", "C", "C", "C", "O", "C", "C", "C", "O", "C", "C", "C", "C", "O", "C", "H", "H", "H", "H", "H", "H", "H", "H", "H", "H", "H", "H", "H", "H", "H", "H", "H", "H", "H", "H", "H", "H", "H", "H", "H", "H", "H", "H"],
  "positions_angstrom": [[-3.85, -0.15, -2.02], [-2.63, 0.48, -2.68], [-1.37, -0.34, -2.46], [-1.06, -0.33, -1.07], [0.24, -1.14, -0.58], [0.48, -2.33, -1.42], [-0.10, -1.47, 1.16], [0.94, -1.96, 1.93], [0.74, -2.28, 3.26], [-0.52, -2.11, 3.86], [-0.72, -2.40, 5.19], [0.35, -2.97, 5.97], [-2.06, -2.42, 5.72], [-1.56, -1.62, 3.06], [-1.35, -1.31, 1.73], [1.76, -0.04, -0.79], [2.66, -0.70, -1.63], [1.30, 1.29, -1.31], [1.66, 1.77, -2.55], [1.16, 2.98, -3.00], [1.45, 3.55, -4.21], [2.35, 2.87, -5.06], [0.28, 3.70, -2.19], [-0.08, 3.22, -0.94], [0.43, 2.01, -0.49], [0.15, 1.42, 0.72], [-0.83, 2.01, 1.53], [-4.03, -1.14, -2.43], [-3.67, -0.25, -0.95], [-4.73, 0.47, -2.17], [-2.80, 0.57, -3.76], [-2.46, 1.48, -2.28], [-0.53, 0.10, -3.02], [-1.50, -1.37, -2.79], [1.91, -2.10, 1.48], [1.57, -2.66, 3.82], [1.22, -2.32, 5.96], [0.64, -3.96, 5.61], [0.02, -3.07, 7.01], [-2.50, -1.42, 5.70], [-2.70, -3.10, 5.16], [-2.03, -2.76, 6.76], [-2.55, -1.49, 3.46], [-2.16, -0.94, 1.13], [2.22, 0.10, 0.20], [2.22, -1.52, -1.93], [2.34, 1.17, -3.14], [2.46, 3.50, -5.94], [3.33, 2.75, -4.58], [1.97, 1.89, -5.35], [-0.11, 4.63, -2.55], [-0.76, 3.80, -0.34], [-0.94, 1.35, 2.39], [-1.79, 2.08, 1.00], [-0.53, 3.01, 1.87]],
  "e_lumo_ev": 0.6,
  "smiles": "CCCO[P@](=O)(c1ccc(N(C)C)cc1)[C@@H](O)c1cc(OC)ccc1OC",
  "homo_ev": -7.75,
  "orbital_gap_ev": 8.4,
  "charge": 0
}

Entry ii
{
  "formula": "C20H28NO5P",
  "method": "the ωB97M-V functional and the def2-TZVPD basis",
  "symbols": ["C", "C", "C", "C", "O", "C", "C", "O", "C", "C", "C", "C", "C", "C", "C", "C", "C", "C", "C", "C", "O", "N", "P", "C", "O", "C", "O", "H", "H", "H", "H", "H", "H", "H", "H", "H", "H", "H", "H", "H", "H", "H", "H", "H", "H", "H", "H", "H", "H", "H", "H", "H", "H", "H", "H"],
  "positions_angstrom": [[-1.87, -0.40, 4.07], [-2.00, 0.58, 3.14], [-1.59, 0.48, 1.67], [-2.23, -0.41, 0.68], [-3.24, -1.24, 1.15], [-3.03, -2.63, 0.82], [-1.59, -3.17, 1.09], [-1.25, -3.18, 2.49], [0.00, -3.85, 2.62], [0.39, -4.20, 4.11], [-1.83, -0.44, -0.75], [-0.73, 0.41, -1.24], [-0.26, 0.41, -2.72], [-1.14, -0.59, -3.60], [-0.45, 1.84, -3.38], [0.46, 2.06, -4.65], [1.83, 2.77, -4.36], [-0.08, 1.25, -0.24], [-0.51, 1.31, 1.17], [0.41, 2.34, 1.88], [0.30, 2.50, 3.06], [1.32, 2.92, 0.92], [2.90, 2.69, 1.71], [4.30, 3.10, 0.55], [3.09, 1.01, 2.02], [1.11, 2.23, -0.35], [1.80, 2.39, -1.32], [-2.37, -0.23, 5.06], [-1.26, -1.32, 3.96], [-2.46, 1.55, 3.47], [-3.72, -3.21, 1.49], [-3.30, -2.90, -0.23], [-1.60, -4.26, 0.79], [-0.78, -2.69, 0.48], [0.06, -4.82, 2.04], [0.84, -3.21, 2.19], [1.50, -4.14, 4.25], [0.13, -5.29, 4.26], [-0.17, -3.60, 4.87], [-2.39, -1.13, -1.43], [0.79, 0.03, -2.81], [-0.99, -1.66, -3.27], [-0.91, -0.48, -4.70], [-2.22, -0.33, -3.48], [-1.52, 1.89, -3.74], [-0.33, 2.61, -2.59], [0.64, 1.10, -5.22], [-0.11, 2.75, -5.34], [2.28, 3.23, -5.29], [2.56, 2.06, -3.89], [1.66, 3.62, -3.64], [4.50, 4.21, 0.49], [4.17, 2.72, -0.50], [5.25, 2.66, 0.96], [3.61, 0.67, 1.27]],
  "e_lumo_ev": -0.3,
  "smiles": "C=Cc1c(OCCOCC)cc([C@@H](C)CCC)c2c1C(=O)N(P(C)O)C2=O",
  "homo_ev": -8.71,
  "orbital_gap_ev": 8.4,
  "charge": 0
}

Relative energies in kJ/mol: entry i 0.0; entry ii 351.5

Entry i
{
  "formula": "C9H12N3O",
  "method": "the ωB97M-V functional and the def2-TZVPD basis",
  "symbols": ["C", "C", "C", "C", "C", "C", "C", "C", "C", "N", "N", "N", "O", "H", "H", "H", "H", "H", "H", "H", "H", "H", "H", "H", "H"],
  "positions_angstrom": [[0.40, 0.23, 0.74], [0.73, -0.21, 1.96], [-0.69, 1.01, 0.23], [1.47, -0.04, -0.19], [0.38, 0.94, -1.90], [-2.64, -0.57, 0.46], [2.06, -0.84, 1.94], [2.34, -1.14, 0.43], [0.47, 1.40, -3.27], [-0.63, 1.15, -1.11], [1.42, 0.21, -1.43], [-3.93, -0.51, 0.66], [-0.18, -0.09, 2.94], [-2.07, -1.44, 0.68], [2.83, -0.24, 2.53], [2.15, -1.70, 2.72], [1.95, -2.16, 0.14], [3.27, -0.81, 0.10], [1.34, 1.15, -3.76], [0.20, 2.42, -3.41], [-0.36, 0.85, -3.87], [-4.63, -1.24, 0.77], [-1.46, 1.61, -1.51], [-4.47, 0.29, 0.31], [0.02, -0.28, 3.82]],
  "e_lumo_ev": [-4.4, -4.3],
  "homo_ev": [-10.48, -10.65],
  "orbital_gap_ev": [6.1, 6.3],
  "charge": 1
}

Entry ii
{
  "formula": "C9H12N3O",
  "method": "the ωB97M-V functional and the def2-TZVPD basis",
  "symbols": ["C", "C", "C", "N", "C", "C", "N", "C", "C", "C", "C", "N", "O", "H", "H", "H", "H", "H", "H", "H", "H", "H", "H", "H", "H"],
  "positions_angstrom": [[-2.67, 0.50, 1.29], [-1.77, 0.14, 0.08], [-2.35, 0.30, -1.23], [-0.24, 1.11, 0.10], [0.71, 0.30, 0.04], [2.08, 0.65, -0.05], [2.64, 1.88, -0.08], [2.94, -0.46, -0.10], [2.53, -1.80, -0.10], [1.24, -2.09, 0.10], [0.28, -1.08, 0.11], [-1.13, -1.15, 0.11], [-1.77, -2.22, 0.10], [-2.00, 0.35, 2.09], [-3.59, -0.10, 1.38], [-2.86, 1.62, 1.31], [-2.47, 1.47, -1.25], [-3.35, -0.20, -1.20], [-1.70, -0.17, -1.95], [-0.25, 2.13, -0.12], [3.57, 1.93, 0.40], [2.12, 2.72, -0.45], [3.89, -0.22, -0.40], [3.34, -2.54, -0.08], [0.82, -3.08, -0.09]],
  "e_lumo_ev": [-4.9, -5.8],
  "smiles": "CC1(C)Nc2c(N)cccc2[N+]1=O",
  "homo_ev": [-12.09, -11.89],
  "orbital_gap_ev": [7.2, 6.1],
  "charge": 1
}

Relative energies in kJ/mol: entry i 177.8; entry ii 0.0

Entry i
{
  "formula": "CH5N2S",
  "method": "the ωB97M-V functional and the def2-TZVPD basis",
  "symbols": ["C", "N", "N", "S", "H", "H", "H", "H", "H"],
  "positions_angstrom": [[0.73, -0.33, 0.61], [1.10, -0.94, -0.50], [-1.32, 0.69, -0.12], [2.05, 0.52, 0.06], [0.53, -0.67, 1.60], [1.51, -1.88, -0.61], [-1.62, 1.60, 0.32], [-2.09, 0.14, -0.31], [-0.88, 0.88, -1.06]],
  "e_lumo_ev": -6.1,
  "homo_ev": -14.97,
  "orbital_gap_ev": 8.8,
  "charge": 1
}

Entry ii
{
  "formula": "CH5N2S",
  "method": "the ωB97M-V functional and the def2-TZVPD basis",
  "symbols": ["C", "N", "N", "S", "H", "H", "H", "H", "H"],
  "positions_angstrom": [[0.09, -0.17, -0.41], [-0.76, -0.49, -1.36], [-0.25, 0.30, 0.77], [0.54, 0.96, 2.11], [1.11, -0.34, -0.80], [-0.46, -0.20, -2.30], [-1.78, -0.55, -1.25], [-1.18, 0.54, 1.00], [2.70, -0.05, 2.25]],
  "e_lumo_ev": [-5.2, -6.9],
  "homo_ev": [-13.99, -13.72],
  "orbital_gap_ev": [8.8, 6.8],
  "charge": 1
}

Entry iii
{
  "formula": "CH5N2S",
  "method": "the ωB97M-V functional and the def2-TZVPD basis",
  "symbols": ["C", "N", "N", "S", "H", "H", "H", "H", "H"],
  "positions_angstrom": [[0.52, -1.02, 0.59], [1.44, -0.42, 1.34], [-1.03, 0.76, -0.85], [1.90, -1.04, -0.35], [-0.44, -1.59, 0.60], [1.48, 0.56, 1.57], [-1.47, 0.05, -1.49], [-0.70, 1.61, -1.22], [-1.71, 1.10, -0.20]],
  "e_lumo_ev": -6.2,
  "homo_ev": -14.84,
  "orbital_gap_ev": 8.6,
  "charge": 1
}

Relative energies in kJ/mol: entry i 0.0; entry ii 101.0; entry iii 24.4